# 1
Entry from the OMol25 dataset: C25H13BrCl2F5N3O7ReS3 as an isolated structure (ωB97M-V/def2-TZVPD).

The multiplicity is 2. For the energy above the lowest of the compared OMol25 structures with the same formula, charge and spin, the calculation gives 6.7 kcal per mole. Its total charge is -2. For the LUMO energy (spin up / spin down), the calculation gives 0.124 / 0.124 hartree. The highest occupied orbital energy (spin up / spin down) comes out at -2.2 / -2.8 eV. As for the orbital gap (spin up / spin down): 5.55 / 6.20 eV.

Last column: natural (NBO) charge in e.
Element x y z (Å)
Re -0.4296 1.0481 -1.0552  1.0590
S -1.6198 1.7138 0.8797  0.0436
C -3.1842 2.2714 0.3832  -0.2087
C -4.1914 2.5275 1.3114  -0.1595
C -5.4342 2.9933 0.9049  -0.1800
C -6.4453 3.2549 1.8884  0.3065
N -7.2407 3.4630 2.6939  -0.3633
C -5.6792 3.2074 -0.4643  -0.1730
C -4.6741 2.9607 -1.3875  -0.1947
C -3.4214 2.5003 -0.9807  -0.0797
S -2.1174 2.3144 -2.0987  0.0557
C -6.9548 3.6873 -0.9153  0.3056
N -7.9768 4.0683 -1.2824  -0.3613
H -4.0063 2.3612 2.3647  0.2235
H -4.8651 3.1278 -2.4395  0.2279
Br 5.0628 1.6555 4.2233  0.0312
C 4.4804 0.6283 2.7374  -0.1365
C 5.2435 -0.4491 2.3183  0.0048
N 4.8998 -1.2121 1.2846  -0.4178
C 3.7701 -0.9158 0.6453  0.0881
C 2.9494 0.1446 1.0064  -0.1621
C 3.3104 0.9454 2.0773  -0.1506
C 1.6940 0.4118 0.2559  0.7405
O 1.3182 -0.3201 -0.6812  -0.6283
O 0.9854 1.4156 0.5594  -0.6380
H 6.1629 -0.7010 2.8347  0.1923
H 3.4872 -1.5385 -0.1929  0.2290
H 2.6825 1.7782 2.3647  0.2575
C 3.3728 -4.0715 2.8020  -0.6270
C 2.1851 -3.6600 1.9726  -0.0233
C 2.0533 -4.0698 0.6531  -0.2368
C 0.9588 -3.6848 -0.1158  -0.1768
C -0.0217 -2.8891 0.4425  -0.3352
C 0.0946 -2.4627 1.7613  -0.1332
C 1.1909 -2.8437 2.5149  -0.2433
S -1.4523 -2.3775 -0.4949  2.4547
O -1.2410 -2.8886 -1.8357  -1.0173
O -2.5856 -2.9267 0.2132  -0.9839
O -1.4205 -0.9033 -0.3935  -1.0200
H 4.1994 -4.3948 2.1691  0.2127
H 3.1161 -4.8957 3.4733  0.2045
H 3.7296 -3.2410 3.4126  0.2120
H 2.8297 -4.6845 0.2091  0.1987
H 0.8621 -3.9746 -1.1531  0.2430
H -0.6716 -1.8226 2.1818  0.2283
H 1.2874 -2.4954 3.5382  0.1985
Cl -0.7101 -1.4860 -6.0889  -0.0627
C -0.4448 -1.7625 -4.3360  -0.2839
Cl 1.2867 -1.9688 -4.0238  -0.0283
C -1.1374 -0.6425 -3.5289  0.7846
O -2.3250 -0.5098 -3.6859  -0.6016
O -0.3406 0.0172 -2.7548  -0.7087
H -0.9482 -2.6848 -4.0769  0.2619
F 2.1226 1.9402 -2.1759  -0.3755
C 0.8481 2.4799 -1.9989  0.3780
F 0.4601 2.8212 -3.2763  -0.3594
C 1.1421 3.8495 -1.3161  0.9105
F 2.0479 3.7436 -0.3312  -0.3280
F 1.6572 4.7365 -2.1960  -0.3377
F 0.0479 4.4107 -0.7969  -0.3169

Atoms 1-2, force components in eV/Å:
Re 0.2 -0.1 0.0
S -0.1 0.1 0.2



# 2
Entry from the OMol25 dataset: an isolated ion of composition C6H11ClNS and charge +1 in a non-equilibrium geometry (ωB97M-V/def2-TZVPD).

The multiplicity is 1. For the energy above the lowest of the compared OMol25 structures with the same formula, charge and spin, the calculation gives 0.0 kcal per mole. Its total charge is +1. The SMILES is CC1=C(CCl)[N@@H+](C)CS1. For the LUMO energy, the calculation gives -0.128 hartree. The highest occupied orbital energy comes out at -12.8 eV. As for the orbital gap: 9.30 eV.

Last column: natural (NBO) charge in e.
Element x y z (Å)
C 0.3488 1.1269 2.4224  -0.6789
C -0.2727 0.8555 1.1054  -0.0833
C 0.4374 0.1650 0.1028  0.0614
C 1.8953 0.1608 0.0113  -0.4277
Cl 2.4947 0.3019 -1.6815  -0.0419
N -0.4117 -0.2876 -1.1185  -0.3918
C -0.6434 -1.7731 -1.1771  -0.4456
C -1.6518 0.4392 -0.9613  -0.3625
S -2.0133 0.8187 0.8105  0.3585
H 0.8372 0.2575 2.9682  0.2615
H -0.5409 1.3534 3.0654  0.2508
H 1.0636 1.9198 2.3711  0.2569
H 2.1136 -0.8505 0.2695  0.2338
H 2.5422 0.8224 0.6088  0.2763
H -0.0167 -0.0930 -2.0426  0.4669
H -1.1730 -2.1925 -0.3534  0.2480
H -1.2919 -1.9537 -2.1584  0.2349
H 0.2685 -2.3814 -1.4434  0.2605
H -1.5265 1.4982 -1.4064  0.2649
H -2.4592 -0.1875 -1.3928  0.2574

Atoms 1-2, force components in eV/Å:
C -1.5 -0.8 1.8
C 1.2 -3.8 -3.2



# 3
Entry from the OMol25 dataset: a 9-piece molecular cluster, C48H88F24N7O3P4 overall in a non-equilibrium geometry (ωB97M-V/def2-TZVPD).

The multiplicity is 1. Its total charge is +3. For the LUMO energy, the calculation gives -0.285 hartree. The highest occupied orbital energy comes out at -13.8 eV. As for the orbital gap: 6.02 eV.

Last column: Löwdin charge in e.
Element x y z (Å)
C -7.3486 0.2899 4.3208  0.0453
N -5.8476 0.4155 4.2311  -0.0573
C -5.2143 0.8169 5.3745  -0.0004
C -3.8930 1.0415 5.3437  -0.0271
C -3.1334 0.9277 4.1876  -0.1130
C -3.8449 0.6985 3.0174  0.0802
C -5.2343 0.4181 3.0053  0.0687
C -1.6199 0.9599 4.2418  -0.0960
C -0.9844 0.1236 5.1878  0.0633
C 0.4072 0.1672 5.3145  0.0489
N 1.1250 1.0215 4.4955  -0.0551
C 0.6028 1.8731 3.5853  0.0143
C -0.7569 1.6643 3.3895  0.0198
C 2.6089 0.9186 4.5994  0.0503
H -7.7986 1.2543 4.5563  0.1107
H -7.6498 -0.5325 4.9697  0.1151
H -7.6921 -0.0319 3.3376  0.1035
H -5.8587 0.9164 6.2355  0.1550
H -3.3531 1.2337 6.2590  0.1339
H -3.4995 0.5797 2.0011  0.1245
H -5.8621 0.0201 2.2219  0.1262
H -1.4670 -0.5477 5.8826  0.1369
H 0.9136 -0.5546 5.9382  0.1186
H 1.2345 2.5391 3.0162  0.1504
H -1.1406 2.1967 2.5318  0.1110
H 2.9731 1.5278 5.4267  0.1138
H 3.0112 1.2277 3.6346  0.1047
H 2.8756 -0.1257 4.7620  0.1083
C 1.7193 -7.4747 -6.2408  0.0340
N 1.0797 -6.2089 -5.9506  -0.0615
C 1.6986 -5.1888 -5.2779  0.0430
C 1.0881 -3.9962 -4.8881  0.0578
C -0.2439 -3.7684 -5.2410  -0.1486
C -0.9374 -4.7836 -5.9330  0.0520
C -0.2377 -5.9489 -6.2902  0.0432
C -0.8784 -2.4924 -5.0233  -0.1245
C -1.6615 -1.8873 -6.0544  0.0722
C -2.2765 -0.6219 -5.8418  0.0287
N -2.2263 -0.0292 -4.6386  -0.0870
C -1.5001 -0.5709 -3.6145  0.0645
C -0.7547 -1.7783 -3.7921  0.0828
C -2.9462 1.2033 -4.3761  0.0355
H 2.7387 -7.2308 -6.5397  0.1197
H 1.1432 -8.1295 -6.8946  0.1169
H 1.8017 -8.0162 -5.2984  0.1204
H 2.6775 -5.4040 -4.8758  0.1285
H 1.6259 -3.1695 -4.4480  0.1161
H -1.9874 -4.6848 -6.1655  0.1348
H -0.8787 -6.6323 -6.8274  0.1460
H -1.8792 -2.3992 -6.9801  0.1260
H -2.7715 -0.0722 -6.6288  0.1490
H -1.4613 0.0508 -2.7322  0.1185
H 0.0342 -2.0201 -3.0952  0.1077
H -2.3515 2.0791 -4.6356  0.1163
H -3.1894 1.2788 -3.3163  0.1161
H -3.8067 1.1293 -5.0411  0.1119
C 3.2040 -2.5739 0.8634  -0.0435
C 1.9914 -2.8514 1.7585  -0.1517
N 0.8864 -3.7134 1.0946  -0.2132
C -0.2390 -3.7046 2.1314  0.0330
C 0.3243 -2.8913 -0.1619  -0.1213
C -0.9735 -3.5881 -0.6899  -0.0426
C 1.2848 -5.0758 0.6112  -0.0627
C 1.9437 -5.9593 1.7123  -0.2387
O 3.2125 -5.5610 1.8272  -0.1809
C 4.0882 -6.2109 2.7454  -0.0479
H 4.0952 -2.1450 1.3217  0.1011
H 2.8443 -1.9201 0.0688  0.0519
H 3.4515 -3.5125 0.3675  0.0478
H 1.5065 -1.9623 2.1615  0.1029
H 2.3981 -3.4253 2.5912  0.1121
H -0.4725 -2.6428 2.2086  0.1094
H 0.2622 -4.1100 3.0104  0.0710
H -0.9927 -4.4305 1.8260  0.1113
H 1.0989 -2.8106 -0.9245  0.0996
H 0.0869 -1.8990 0.2216  0.0873
H -1.3189 -2.9485 -1.5021  0.0507
H -1.7424 -3.5351 0.0809  0.0656
H -0.6247 -4.5337 -1.1050  0.0757
H 1.8312 -4.9924 -0.3282  0.1184
H 0.3825 -5.6256 0.3434  0.1215
H 1.8968 -7.0220 1.4746  0.1313
H 1.3920 -6.0820 2.6443  0.1324
H 5.0976 -5.8085 2.6594  0.0972
H 4.2425 -7.2774 2.5814  0.0908
H 3.7682 -6.1181 3.7833  0.0866
C 3.2824 -0.8144 -6.7010  -0.0531
C 4.5480 -0.3670 -5.8802  -0.1421
N 4.5798 1.0655 -5.2740  -0.2107
C 3.6264 0.9782 -4.0277  0.0452
C 5.9761 1.4057 -4.6642  -0.1359
C 6.5342 0.3114 -3.7583  -0.0498
C 4.2264 2.1239 -6.3509  -0.0613
C 4.4736 3.6105 -5.9967  -0.1947
O 3.9040 3.9780 -4.7450  -0.2050
C 2.6273 4.6363 -4.7624  -0.0646
H 2.3776 -1.0537 -6.1422  0.0545
H 3.5752 -1.7753 -7.1242  0.0851
H 3.0561 -0.1404 -7.5272  0.0714
H 5.2798 -0.3986 -6.6873  0.1259
H 4.8854 -1.1725 -5.2278  0.1074
H 3.8960 1.7129 -3.2690  0.1023
H 3.8840 0.0072 -3.6048  0.0885
H 2.5891 1.1089 -4.3358  0.1012
H 5.8025 2.3794 -4.2061  0.1207
H 6.6224 1.5077 -5.5361  0.1329
H 6.0353 0.2915 -2.7894  0.0882
H 7.5485 0.6341 -3.5235  0.0958
H 6.6349 -0.7111 -4.1221  0.0797
H 3.1657 2.0780 -6.5974  0.1244
H 4.8369 1.7996 -7.1937  0.1369
H 4.2926 4.3219 -6.8026  0.1393
H 5.5422 3.7931 -5.8835  0.1190
H 2.0348 4.5313 -5.6712  0.0887
H 2.9091 5.6671 -4.5476  0.0984
H 2.0259 4.1687 -3.9828  0.0830
C -1.1057 6.0381 4.6174  -0.0235
C -2.5172 5.6727 4.0546  -0.1145
N -3.7251 6.3307 4.8085  -0.2410
C -5.1170 5.9714 4.2174  0.0251
C -3.8430 5.7181 6.2788  -0.0825
C -3.5072 4.1554 6.3256  -0.0663
C -3.6259 7.8565 4.8642  -0.0536
C -3.3019 8.5316 3.4772  -0.1815
O -4.3215 8.4155 2.4669  -0.2094
C -4.0819 9.3057 1.3208  -0.0439
H -0.8921 7.1064 4.5824  0.0810
H -0.2856 5.5446 4.0960  0.0863
H -1.1051 5.6513 5.6365  0.0719
H -2.6841 4.5989 4.1388  0.0970
H -2.7674 6.0959 3.0817  0.1183
H -5.0932 4.8955 4.0444  0.0953
H -5.1359 6.3659 3.2015  0.0882
H -6.0093 6.4490 4.6221  0.1226
H -4.7977 5.9467 6.7525  0.1306
H -3.0246 6.2280 6.7872  0.1132
H -3.9521 3.8262 7.2647  0.0893
H -2.4638 3.8603 6.4367  0.0792
H -3.9398 3.5053 5.5651  0.0380
H -2.8032 7.9706 5.5700  0.1244
H -4.5362 8.2915 5.2768  0.1445
H -2.3943 8.0694 3.0887  0.1016
H -2.9835 9.5638 3.6228  0.1355
H -4.0654 10.3469 1.6431  0.0910
H -4.9065 9.3119 0.6081  0.0952
H -3.1364 9.0477 0.8439  0.0911
P 1.1861 -3.5938 6.0441  0.2006
F 1.1385 -2.5760 4.7837  -0.1959
F 2.4649 -4.2805 5.3536  -0.1509
F 2.1194 -2.4212 6.6952  -0.1881
F 1.4580 -4.5164 7.3662  -0.1498
F -0.1301 -2.9477 6.8373  -0.1969
F 0.1612 -4.5696 5.2573  -0.1553
P -4.7269 -1.5919 -0.4199  0.1923
F -5.0571 0.0016 -0.2766  -0.1791
F -3.1219 -1.3777 -0.0648  -0.2030
F -5.1829 -1.8407 1.1479  -0.1953
F -4.4144 -3.1478 -0.3901  -0.1451
F -6.2955 -1.7586 -0.8305  -0.1625
F -4.3245 -1.5316 -1.9902  -0.1747
P 0.4412 1.1114 -0.3995  0.2354
F -0.9310 0.3203 -0.0699  -0.1634
F -0.1799 1.9405 -1.6829  -0.1841
F 0.0648 2.3920 0.5611  -0.1864
F 1.9240 1.8033 -0.6472  -0.1845
F 1.0529 0.4038 0.9266  -0.1699
F 0.8686 -0.1069 -1.4074  -0.1729
P 4.3432 -3.9537 -2.6788  0.1907
F 5.2384 -5.2461 -3.1185  -0.1522
F 3.9385 -3.7090 -4.2276  -0.1923
F 2.9778 -4.7986 -2.4045  -0.1528
F 3.6483 -2.5842 -2.2296  -0.1622
F 4.9700 -4.0375 -1.1514  -0.1593
F 5.6220 -3.0739 -3.1470  -0.1861

Atoms 1-2, force components in eV/Å:
C 0.4 -0.8 -1.1
N -0.8 1.3 -0.2



# 4
Entry from the OMol25 dataset: a 2-piece molecular cluster, C4H10O4P overall in a non-equilibrium geometry (ωB97M-V/def2-TZVPD).

The multiplicity is 1. For the energy above the lowest of the compared OMol25 structures with the same formula, charge and spin, the calculation gives 26.9 kcal per mole. Its total charge is -1. For the LUMO energy, the calculation gives 0.137 hartree. The highest occupied orbital energy comes out at -3.7 eV. As for the orbital gap: 7.38 eV.

Last column: natural (NBO) charge in e.
Element x y z (Å)
C -3.0832 0.7930 -0.5507  -0.6341
C 3.8953 0.5329 0.2738  -0.7637
C -1.7794 1.0153 0.0983  -0.2055
C 3.7601 -0.9534 -0.1015  0.4565
O 0.8275 0.3196 -0.1780  -1.2365
O -0.5934 -0.0620 -2.2135  -1.0651
O -1.5001 -0.0399 1.0645  -0.7743
O 4.4488 -1.8013 0.3892  -0.5794
P -0.1451 1.1635 -1.0070  1.2423
H -3.9876 0.7825 0.0598  0.1876
H -3.3052 1.7381 -1.0262  0.1923
H -3.0628 0.0030 -1.2197  0.2147
H 4.6752 0.7251 1.1019  0.2172
H 2.8723 0.7873 0.6099  0.3004
H 3.8551 1.0386 -0.6792  0.2338
H -1.8271 2.0880 0.6200  0.1226
H 3.0269 -1.2832 -0.8582  0.1262
H -0.6372 -0.3649 0.7303  0.4922
H 0.0896 -0.7899 -2.0781  0.4728

Atoms 1-2, force components in eV/Å:
C -0.9 2.2 0.5
C -1.1 -1.4 0.9



Short version: DFT total energy = -6918.28027, -1148.04033, -6252.77485, -800.77603 Ha, in the order given.